ORCA calculation (wB97M-V/def2-TZVPD) on a 2-piece molecular cluster, CH2F3NO2S overall.

```
! RIJCOSX wB97M-V def2-TZVPD def2/J DEFGRID3
* xyz 0 1
C 1.64763 -0.68490 0.15773
N -1.90353 0.64949 -0.42646
O -0.59956 0.47219 0.96043
O -1.89633 -0.28285 -1.22624
F 1.84066 -0.57726 -1.18794
F 0.91499 -1.68316 0.49022
F 2.85226 -0.83733 0.70999
S 0.90824 0.88483 0.85425
H -1.08838 1.37114 -0.57845
H -2.67597 0.68786 0.24647
*
```

E_HOMO (spin up / spin down), eV: -8.999 / -8.494
E_LUMO (spin up / spin down), eV: -0.41 / -1.21

Atomic partial charges in e from the Mulliken method, atoms 1 to 5: C 0.71; N 0.09; O -0.49; O -0.35; F -0.23

=====

ORCA calculation (wB97M-V/def2-TZVPD) on a 2-piece molecular cluster, CH2F3NOS overall.

```
! RIJCOSX wB97M-V def2-TZVPD def2/J DEFGRID3
* xyz 0 1
C 1.22136 0.34965 -0.90494
N -1.21815 -0.60191 1.41986
O -1.84010 1.34069 -0.09567
F 1.34660 -0.97518 -0.71042
F 2.53822 0.79784 -0.79538
F 0.83605 0.58742 -2.16214
S -0.78390 0.94816 0.81156
H -0.52454 -1.27852 1.73327
H -1.57554 -1.16816 0.70386
*
```

E_HOMO (spin up / spin down), eV: -9.072 / -9.925
E_LUMO (spin up / spin down), eV: -1.29 / -1.18

Atomic partial charges in e from the Mulliken method, atoms 1 to 5: C 0.42; N -0.52; O -0.41; F -0.21; F -0.24

=====

ORCA calculation (wB97M-V/def2-TZVPD) on a 2-piece molecular cluster, CH2F3P overall.

```
! RIJCOSX wB97M-V def2-TZVPD def2/J DEFGRID3
* xyz 0 1
C -0.07339 -0.19522 0.12484
F 0.72068 1.11985 3.48094
F -0.27725 3.05290 2.36398
F -1.57745 1.17119 2.64443
P -0.14417 1.48116 2.13473
H -0.02187 0.51551 -0.77438
H 0.75400 -0.80431 0.52718
*
```

E_HOMO (spin up / spin down), eV: -8.888 / -9.162
E_LUMO (spin up / spin down), eV: -0.75 / -0.92

Atomic partial charges in e from the Mulliken method, atoms 1 to 5: C -0.60; F -0.25; F -0.22; F -0.19; P 0.72

=====

ORCA calculation (wB97M-V/def2-TZVPD) on CH2F7K6N2O12S5 as an isolated structure.

```
! RIJCOSX wB97M-V def2-TZVPD def2/J DEFGRID3
* xyz 3 1
K -5.43267 -17.29679 1.40477
K -10.53559 -20.50040 8.06466
K -10.55751 -17.28128 6.05711
K -3.75264 -18.35590 9.09534
K -4.40470 -21.44348 7.08390
K -6.77238 -22.58453 4.00987
N -11.55549 -16.57382 1.57826
S -10.97587 -18.00170 1.72300
O -11.61060 -19.11969 1.08380
O -10.30936 -18.21350 3.00303
F -9.69796 -17.82316 0.79146
S -12.87641 -16.80746 2.57969
O -12.48214 -16.76128 3.96583
O -13.88639 -17.76412 2.22742
F -13.52736 -15.41395 2.37775
N -3.32793 -15.74868 8.18671
S -3.99337 -15.87461 6.78444
O -4.03665 -17.14162 6.11515
O -4.01398 -14.75673 5.89214
F -5.51190 -15.73294 7.40617
S -1.86261 -15.19476 7.51898
O -1.76029 -13.79985 7.24773
O -1.07436 -16.09164 6.70733
F -1.16714 -15.38977 8.95587
C -7.21908 -18.14756 4.86443
F -7.46486 -16.91830 5.20713
F -8.23551 -18.61359 4.16460
F -6.11878 -18.15663 4.09093
S -7.06991 -19.24224 6.42654
O -8.32409 -18.94742 7.14784
O -6.91270 -20.62296 5.95424
O -5.92452 -18.82295 7.24855
O -8.16315 -15.33902 7.29392
H -7.77389 -14.54671 6.89687
H -9.10968 -15.18515 7.25571
*
```

E_HOMO, eV: -15.279
E_LUMO, eV: -9.74

Atomic partial charges in e from the Mulliken method, atoms 1 to 5: K 1.00; K 0.95; K 0.94; K 0.94; K 0.92

=====

ORCA calculation (wB97M-V/def2-TZVPD) on a 2-piece molecular cluster, CH2FIO overall.

```
! RIJCOSX wB97M-V def2-TZVPD def2/J DEFGRID3
* xyz 0 1
C -0.27514 0.15594 -0.09797
O -0.05070 -1.01130 0.53560
F -0.20954 1.12712 0.79597
I -2.00445 0.18074 -1.19732
H 2.00820 0.30384 -1.37227
H 0.53164 -0.75635 1.33599
*
```

E_HOMO (spin up / spin down), eV: -8.383 / -10.182
E_LUMO (spin up / spin down), eV: -0.51 / -0.45

Atomic partial charges in e from the Mulliken method, atoms 1 to 5: C 0.16; O -0.38; F -0.21; I 0.08; H 0.03

=====

ORCA calculation (wB97M-V/def2-TZVPD) on CH2FLiOTl as an isolated structure.

```
! RIJCOSX wB97M-V def2-TZVPD def2/J DEFGRID3
* xyz 0 2
C 0.15006 0.59568 1.11515
O 0.17542 0.35458 -0.40554
Tl 2.26283 -0.02651 -0.54784
Li -1.08555 -0.92429 -0.73939
F -1.67138 -1.20432 0.90362
H -0.77899 0.96369 1.56869
H 0.78928 1.23908 1.73852
*
```

E_HOMO (spin up / spin down), eV: -7.900 / -9.022
E_LUMO (spin up / spin down), eV: -0.68 / -0.67

Atomic partial charges in e from the Mulliken method, atoms 1 to 5: C -0.45; O -0.68; Tl 0.59; Li 0.86; F -0.89

=====

ORCA calculation (wB97M-V/def2-TZVPD) on a 3-piece molecular cluster, CH2FN2O2 overall.

```
! RIJCOSX wB97M-V def2-TZVPD def2/J DEFGRID3
* xyz -1 1
C -1.01579 -0.96786 -1.11874
N -0.25813 0.00755 0.77456
N 0.95957 0.11617 1.04052
O -0.32996 -1.92419 -1.07410
O -1.75937 -0.17105 -1.57509
F 2.16808 0.93984 -0.19176
H -0.91780 0.92990 0.66630
H 1.15340 1.06964 1.47831
*
```

E_HOMO, eV: -4.139
E_LUMO, eV: 3.92

Atomic partial charges in e from the Mulliken method, atoms 1 to 5: C 0.77; N -0.29; N -0.20; O -0.43; O -0.48

=====

ORCA calculation (wB97M-V/def2-TZVPD) on a 2-piece molecular cluster, CH2FNO2 overall.

```
! RIJCOSX wB97M-V def2-TZVPD def2/J DEFGRID3
* xyz 0 3
C -0.35095 -0.35167 -0.55850
N 0.64679 0.48656 0.07348
O 0.61518 1.63635 -0.31938
O 1.47906 -0.01694 0.79074
F -0.32934 -1.61001 -0.18484
H -1.46692 -0.16249 1.74758
H -0.59381 0.01820 -1.54907
*
```

E_HOMO (spin up / spin down), eV: -10.169 / -11.680
E_LUMO (spin up / spin down), eV: 0.23 / -2.08

Atomic partial charges in e from the Mulliken method, atoms 1 to 5: C -0.10; N 0.94; O -0.55; O -0.52; F -0.13

=====

ORCA calculation (wB97M-V/def2-TZVPD) on one molecule with the formula CH2FNO3.

```
! RIJCOSX wB97M-V def2-TZVPD def2/J DEFGRID3
* xyz 0 1
C 0.18996 -1.82171 -0.37546
N 1.55162 -1.20113 -0.10678
O 2.22964 -1.90517 0.57421
O 1.74461 -0.04588 -0.43186
O -0.86893 -1.27763 0.52685
F -1.67903 -0.34488 -0.10128
H 0.20951 -2.86809 -0.29999
H -0.11090 -1.38559 -1.32479
*
```

E_HOMO, eV: -11.544
SMILES string: O=[N+]([O-])COF
E_LUMO, eV: -0.47

Atomic partial charges in e from the Mulliken method, atoms 1 to 5: C -0.25; N 0.87; O -0.50; O -0.51; O -0.10

=====

ORCA calculation (wB97M-V/def2-TZVPD) on one molecule with the formula CH2I2N2O2S.

```
! RIJCOSX wB97M-V def2-TZVPD def2/J DEFGRID3
* xyz 0 1
C 0.47044 -0.09755 -0.12405
N 0.21717 -1.34329 -0.02116
N 1.68343 0.46143 -0.08990
O -0.51081 0.85427 -0.18795
O -1.87002 0.02772 1.75173
S -2.03216 0.69295 0.45503
I 1.96288 2.32412 -0.86218
I -3.35720 -0.74980 -1.01107
H 1.05454 -1.88246 0.18354
H 2.38173 -0.28739 -0.09399
*
```

E_HOMO, eV: -9.292
E_LUMO, eV: -0.86

Atomic partial charges in e from the Mulliken method, atoms 1 to 5: C 0.85; N -0.62; N -0.51; O -0.29; O -0.44

=====

ORCA calculation (wB97M-V/def2-TZVPD) on CH2I3P as an isolated structure.

```
! RIJCOSX wB97M-V def2-TZVPD def2/J DEFGRID3
* xyz 0 1
C 2.67343 -0.24865 -1.31589
P 0.00712 -0.99553 0.16891
I 3.52582 1.33439 -0.13555
I 3.69197 -2.06186 -0.83771
I 2.28247 0.17459 -3.35243
H -0.13150 0.18120 0.92113
H 0.42807 -1.56439 1.53193
*
```

E_HOMO (spin up / spin down), eV: -8.527 / -8.748
E_LUMO (spin up / spin down), eV: -1.43 / -1.75

Atomic partial charges in e from the Mulliken method, atoms 1 to 5: C -0.55; P -0.02; I 0.14; I 0.15; I 0.16

=====

ORCA calculation (wB97M-V/def2-TZVPD) on CH2I3P as an isolated structure.

```
! RIJCOSX wB97M-V def2-TZVPD def2/J DEFGRID3
* xyz 0 1
C 1.46375 0.54506 1.46270
P 0.79715 -0.48718 0.06411
I 1.54755 -0.74474 3.32561
I 3.61420 0.86763 0.43950
I 0.63383 2.47468 1.66706
H 0.56477 0.63127 -0.73563
H -0.52137 -0.33160 0.61196
*
```

E_HOMO, eV: -9.385
E_LUMO, eV: -1.63

Atomic partial charges in e from the Mulliken method, atoms 1 to 5: C -0.64; P 0.03; I 0.15; I 0.08; I 0.24